The following is a quantum chemistry calculation of an isolated ion of composition C4H10NO and charge +1, from the Open Molecules 2025 dataset.

ORCA input file:
```
! wB97M-V def2-TZVPD RIJCOSX def2/J DEFGRID3
* xyz 1 1
C -1.68366 -0.71827 -0.59632
C -0.17141 -0.40297 -0.60227
C -0.03720 1.02376 -1.23765
O 0.82463 1.49088 -0.16621
C 0.38888 0.20446 0.66232
N 1.53229 -0.25598 1.47582
H -2.05770 -0.83865 -1.49921
H -2.32496 0.04586 -0.06875
H -1.85037 -1.50486 0.01434
H 0.48589 -1.19381 -0.81663
H 0.55264 1.12049 -2.15072
H -0.87537 1.64745 -1.24198
H -0.43718 0.52520 1.19560
H 1.32673 -0.78618 2.29215
H 2.16569 0.46135 1.84142
H 2.16111 -0.81872 0.89809
*
```

Properties
LUMO level = -0.1448 Eh
HOMO energy = -14.53 eV
Energy relative to the best compared isomer or geometry (same formula, charge and spin) = 294.5 kJ/mol
Frontier orbital gap = 10.59 eV
Electronic energy = -7838.26500 eV

=====

The following is a quantum chemistry calculation of an isolated molecule of C4H10O2Si, from the Open Molecules 2025 dataset.

ORCA input file:
```
! wB97M-V def2-TZVPD RIJCOSX def2/J DEFGRID3
* xyz 0 1
C -0.78020 0.22680 1.70694
Si -0.32599 -0.09277 -0.18027
C -1.19595 1.14121 -1.29160
C -0.33072 -2.03115 -0.57319
O 1.25513 0.61800 -0.10070
C 2.54148 0.64455 0.13549
O 3.34618 -0.30260 0.16100
H -1.48078 1.01039 1.99569
H -1.11725 -0.65039 2.21748
H 0.09837 0.65789 2.09626
H -1.81801 1.62176 -0.60105
H -0.44630 1.83616 -1.61932
H -1.77890 0.75054 -2.06113
H -0.69761 -2.79842 0.06637
H -0.73141 -2.16014 -1.55981
H 0.68534 -2.23543 -0.41635
H 2.77662 1.76361 0.02419
*
```

Properties
LUMO level = 0.0259 Eh
HOMO energy = -10.38 eV
Energy relative to the best compared isomer or geometry (same formula, charge and spin) = 142.0 kJ/mol
Frontier orbital gap = 11.09 eV
Electronic energy = -16283.34109 eV

=====

The following is a quantum chemistry calculation of an isolated ion of composition C3H2NO2S and charge -1, from the Open Molecules 2025 dataset.

ORCA input file:
```
! wB97M-V def2-TZVPD RIJCOSX def2/J DEFGRID3
* xyz -1 1
O 1.96639 1.66539 -0.78903
C 0.97535 1.16619 -0.24335
N 0.73659 -0.06376 0.25791
C -0.09529 -0.83330 -0.23095
C -0.79689 -0.68074 -1.55276
O -1.47693 -1.58842 -1.92134
S -0.57222 0.91993 -2.11888
H 0.16249 1.74846 0.28176
H -0.48595 -1.65303 0.24279
*
```

Properties
LUMO level = 0.1452 Eh
HOMO energy = -3.86 eV
Energy relative to the best compared isomer or geometry (same formula, charge and spin) = 94.2 kJ/mol
Frontier orbital gap = 7.81 eV
Electronic energy = -19564.22986 eV